Record 1
122
Properties=species:S:1:pos:R:3:forces:R:3 method="wB97M-V/def2-TZVPD" de_lowest_kj_mol=135.7 orbital_gap_ev="7.14 / 5.45" charge=-1 spin_multiplicity=2 e_tot_ev=-305083.58123 e_homo_ev="-4.78 / -4.61"
Ga -0.3357 -1.1116 -3.1393 0.1 -0.9 1.2
C 5.2085 4.2012 -1.8764 0.0 0.0 0.0
C 4.9528 2.9239 -1.1318 0.0 0.0 0.1
C 5.2292 1.6946 -1.7091 0.0 0.0 0.1
C 5.0044 0.5088 -1.0283 0.0 0.0 0.0
C 5.3057 -0.8014 -1.6869 0.0 -0.1 0.0
C 4.4767 0.5564 0.2666 0.2 0.2 -0.1
C 4.2054 1.7851 0.8684 0.1 0.0 0.0
C 3.6598 1.8656 2.2637 0.0 0.0 0.0
C 4.4440 2.9526 0.1570 0.0 -0.1 -0.1
C 4.2716 -0.7146 0.9996 0.1 -0.1 0.1
C 5.3672 -1.3414 1.5853 0.0 0.1 0.0
C 5.2272 -2.5669 2.2080 0.1 0.0 0.0
C 3.9915 -3.1823 2.2316 0.0 0.0 0.0
C 2.8818 -2.5657 1.6659 0.2 -0.1 0.1
C 3.0182 -1.3128 1.0740 -0.7 0.5 -0.4
Ge 1.4538 -0.5172 0.0758 -0.3 -0.3 -0.3
S 1.7018 -1.3778 -1.9337 -0.3 0.4 0.5
S 0.9468 1.7137 -0.0721 -0.3 -0.4 -0.1
Ge -1.2101 0.9063 -0.0784 0.3 -0.3 0.2
S -2.0013 0.1819 -2.0106 0.4 0.0 0.2
S -0.5610 -0.9539 1.1053 0.2 0.5 -0.4
C -2.5377 2.1070 0.8845 0.7 -0.6 -0.5
C -2.4560 2.3076 2.2589 -0.1 0.1 0.2
C -3.4251 3.0647 2.9143 0.0 0.0 0.0
C -4.4673 3.6394 2.2169 0.0 0.0 0.0
C -4.5256 3.4767 0.8469 0.0 0.0 0.0
C -3.5693 2.7218 0.1738 -0.2 0.1 0.1
C -3.6676 2.6851 -1.3013 -0.2 0.1 -0.4
C -4.6564 1.9385 -1.9385 0.0 0.1 0.0
C -5.5916 1.0468 -1.1746 0.0 0.0 0.0
C -4.7486 1.9743 -3.3238 0.1 0.1 0.0
C -3.8685 2.7249 -4.0828 0.0 0.0 0.0
C -3.9127 2.7109 -5.5814 0.0 0.0 0.1
C -2.9032 3.4806 -3.4310 0.0 -0.1 0.1
C -2.7910 3.4756 -2.0518 -0.1 0.1 -0.1
C -1.7234 4.2906 -1.3833 0.1 -0.1 0.0
C -1.3463 1.8391 3.1205 0.1 -0.1 0.3
C -1.4723 0.6839 3.8859 0.0 0.1 0.0
C -2.6507 -0.2291 3.7373 0.0 0.0 0.0
C -0.4792 0.3709 4.8044 0.0 0.2 0.0
C 0.6288 1.1822 4.9776 -0.1 0.0 0.1
C 1.7061 0.8359 5.9634 0.0 0.0 -0.1
C 0.7234 2.3453 4.2245 -0.1 -0.1 0.0
C -0.2530 2.6918 3.3068 0.1 -0.1 0.0
C -0.1587 3.9753 2.5392 0.0 0.0 0.0
C 1.5822 -3.2735 1.7363 -0.2 -0.3 0.0
C 1.1310 -4.0694 0.6840 0.0 0.0 0.0
C 1.9677 -4.3442 -0.5308 0.1 -0.1 0.0
C -0.1129 -4.6867 0.7926 0.0 0.0 0.2
C -0.8823 -4.5723 1.9369 0.1 0.0 -0.1
C -2.2146 -5.2500 2.0508 0.0 0.0 0.0
C -0.3824 -3.8337 3.0017 0.0 0.0 -0.1
C 0.8321 -3.1788 2.9144 0.0 -0.1 0.0
C 1.3417 -2.3600 4.0593 0.0 0.0 0.0
H 5.6649 4.0011 -2.8431 0.0 0.0 -0.1
H 5.8692 4.8523 -1.3031 0.0 0.1 0.0
H 4.2728 4.7332 -2.0412 0.0 0.1 -0.1
H 5.6216 1.6554 -2.7161 0.0 0.0 -0.1
H 5.8640 -0.6477 -2.6068 0.0 0.0 -0.1
H 4.3721 -1.3080 -1.9304 0.0 -0.1 -0.1
H 5.8755 -1.4536 -1.0277 0.1 -0.1 0.0
H 3.7298 0.9047 2.7688 0.0 0.0 0.1
H 2.6100 2.1558 2.2275 -0.1 0.0 0.1
H 4.2012 2.6114 2.8453 0.0 0.1 0.1
H 4.2199 3.9054 0.6170 0.0 0.1 0.1
H 6.3344 -0.8595 1.5400 0.1 0.1 0.0
H 6.0812 -3.0494 2.6622 0.1 0.0 0.0
H 3.8721 -4.1567 2.6844 0.0 -0.1 0.1
H -3.3354 3.2047 3.9834 0.0 0.0 0.1
H -5.2136 4.2291 2.7315 -0.1 0.0 0.0
H -5.3089 3.9496 0.2716 -0.1 0.0 -0.1
H -5.3561 1.0415 -0.1139 -0.1 -0.1 0.0
H -5.5030 0.0293 -1.5512 0.0 -0.1 0.0
H -6.6253 1.3688 -1.3063 -0.1 0.0 0.0
H -5.5063 1.3753 -3.8135 0.0 -0.1 -0.1
H -4.8096 2.2125 -5.9436 0.0 0.0 -0.1
H -3.0400 2.1767 -5.9578 0.0 0.0 -0.1
H -3.8826 3.7257 -5.9787 0.0 0.0 -0.1
H -2.2068 4.0629 -4.0190 0.1 0.1 0.0
H -1.3778 5.0829 -2.0444 0.0 0.0 0.0
H -0.8659 3.6541 -1.1507 0.1 0.1 0.0
H -2.0805 4.7277 -0.4510 0.1 0.1 0.0
H -3.4207 0.2253 3.1193 -0.1 -0.1 0.0
H -3.0711 -0.4732 4.7121 -0.1 0.0 0.1
H -2.3292 -1.1529 3.2577 0.0 -0.1 0.0
H -0.5887 -0.5239 5.4000 0.0 -0.1 0.1
H 1.4286 -0.0351 6.5521 0.0 -0.1 0.1
H 1.8923 1.6713 6.6380 0.1 0.0 0.1
H 2.6373 0.6159 5.4413 0.1 0.0 0.0
H 1.5671 3.0054 4.3732 0.1 0.1 0.0
H 0.6558 4.5890 2.9168 0.1 0.1 0.0
H -1.0914 4.5348 2.6101 0.0 0.1 0.0
H 0.0248 3.7649 1.4851 0.0 0.1 -0.1
H 2.8669 -3.7340 -0.5379 0.0 0.0 -0.1
H 1.4180 -4.1429 -1.4503 0.1 0.0 0.0
H 2.2564 -5.3963 -0.5438 0.1 -0.1 0.0
H -0.4749 -5.2779 -0.0392 0.0 -0.1 -0.1
H -2.4390 -5.8198 1.1528 -0.1 -0.1 0.0
H -3.0018 -4.5125 2.2007 -0.1 0.0 0.0
H -2.2217 -5.9252 2.9063 -0.1 -0.1 0.0
H -0.9658 -3.7567 3.9096 -0.1 0.0 0.1
H 0.7432 -2.5314 4.9507 -0.1 0.0 0.1
H 1.2867 -1.3043 3.7975 0.0 0.1 0.0
H 2.3817 -2.5930 4.2812 0.0 0.0 0.1
O -1.2170 -2.7394 -1.4938 -0.4 -0.4 -0.1
H -1.8044 -2.2499 -0.9022 0.3 0.1 0.1
H -0.4904 -3.0714 -0.9494 -0.1 0.2 0.1
Cl 0.3503 0.3057 -4.6288 0.3 0.7 -0.8
S 0.8024 -3.2653 -5.3254 0.2 -0.3 0.4
C -0.2488 -3.0546 -4.1180 1.5 0.8 -0.2
Cl -2.5044 -5.8758 -4.9447 0.1 -0.1 0.0
C -2.1267 -4.2507 -5.3769 -0.3 0.3 0.0
C -2.1033 -3.8354 -6.6648 -0.1 0.0 0.1
C -1.9491 -2.4508 -6.9021 0.1 -0.6 -0.3
C -1.9844 -1.5718 -5.8377 -0.5 0.5 0.9
N -1.9643 -1.9426 -4.5709 -0.8 0.5 -0.8
C -1.7680 -3.3311 -4.2952 -0.7 -0.6 -0.1
H -2.2658 -4.5146 -7.4884 0.0 -0.1 0.0
H -1.8830 -2.0801 -7.9103 0.0 0.1 -0.1
H -2.0302 -0.5022 -5.9993 0.2 0.0 -0.1
H -2.1988 -3.6005 -3.3274 0.2 0.0 -0.1

=====

Record 2
113
Properties=species:S:1:pos:R:3:forces:R:3 method="wB97M-V/def2-TZVPD" orbital_gap_ev=4.36 charge=-1 e_tot_ev=-160457.92070 e_homo_ev=-2.68
N -3.0039 3.4201 0.8641 0.6 0.1 -1.5
B -1.8672 2.4695 0.6776 1.8 -1.5 1.3
O -1.7885 1.8245 -0.6270 -0.7 0.4 0.6
N -0.8740 2.0878 1.6620 -1.2 1.7 -1.5
C -0.5542 3.1902 2.5824 0.3 -1.8 1.5
C -1.4104 2.9585 3.8938 0.1 2.1 -0.6
O -2.1822 3.8178 4.3378 0.6 -1.2 -0.4
H -3.2170 3.7636 -0.0837 -0.1 0.1 0.6
H -2.7540 4.2256 1.4378 -0.2 -0.3 0.0
H -1.0190 1.2411 -0.6182 -0.2 0.3 0.3
H 0.5338 3.0743 2.9254 -1.3 0.4 -0.5
H -0.6892 4.2253 2.1593 -0.2 -0.6 0.7
H -1.2959 1.9949 4.4737 0.0 0.4 -0.8
C 3.4559 -0.5008 3.5348 0.0 -0.1 0.2
S 2.8974 0.6817 2.2890 -0.6 0.0 -0.1
O 2.1890 1.7828 3.0044 0.6 -0.2 0.2
C 1.6382 -0.3834 1.5759 0.1 0.1 0.1
H 4.2308 -0.0265 4.1381 0.0 0.1 -0.1
H 2.6187 -0.7861 4.1748 -0.1 0.0 -0.1
H 3.8697 -1.3814 3.0400 0.0 0.0 -0.1
H 0.9223 -0.6706 2.3456 0.0 0.2 0.1
H 2.1061 -1.2656 1.1488 0.1 0.1 0.1
H 1.1241 0.1713 0.7928 0.0 0.1 0.2
C -7.9344 5.1588 1.1759 -0.2 0.0 -0.1
S -6.1902 4.9548 0.7571 0.2 -0.1 0.0
O -5.9450 5.7115 -0.5072 -0.2 -0.2 0.2
C -6.3094 3.2085 0.3279 -0.1 -0.1 -0.2
H -8.1041 6.2015 1.4432 0.1 0.0 0.0
H -8.5560 4.8975 0.3177 0.1 0.0 0.0
H -8.1801 4.5221 2.0269 0.1 0.0 0.0
H -7.0365 3.0736 -0.4757 -0.1 0.1 0.0
H -6.6092 2.6386 1.2084 0.1 0.1 0.0
H -5.3294 2.8703 -0.0045 0.0 0.1 0.2
C 2.0729 -4.5258 -1.9145 0.1 0.0 0.0
S 0.8267 -3.3412 -1.3670 -0.1 0.0 0.1
O 1.4384 -2.5074 -0.2886 -0.1 -0.6 -0.4
C -0.2419 -4.5521 -0.5691 0.1 0.2 -0.1
H 2.8727 -3.9792 -2.4142 -0.1 0.0 0.0
H 2.4796 -5.0601 -1.0545 -0.1 0.1 0.0
H 1.6222 -5.2291 -2.6160 0.0 0.1 0.0
H 0.3121 -5.0845 0.2033 0.0 0.0 -0.1
H -0.6184 -5.2547 -1.3106 0.0 0.0 0.0
H -1.0796 -4.0224 -0.1160 0.1 0.0 -0.1
C -0.7994 -9.0319 1.7891 0.2 -0.1 -0.1
S -2.0323 -7.9535 1.0313 -0.1 0.2 0.2
O -1.3232 -7.0644 0.0625 -0.1 -0.4 0.3
C -2.3520 -6.9861 2.5179 0.0 0.0 -0.1
H -0.4197 -9.7111 1.0262 -0.1 0.1 0.0
H 0.0229 -8.4342 2.1854 -0.1 0.1 0.0
H -1.2650 -9.6093 2.5889 0.0 0.0 0.0
H -1.4246 -6.5294 2.8669 0.0 -0.1 -0.1
H -2.7645 -7.6385 3.2894 0.0 0.0 -0.1
H -3.0685 -6.1971 2.2850 0.1 -0.1 -0.1
C -3.4474 6.9541 3.5195 0.0 0.0 -0.1
S -3.8053 7.7931 5.0724 -0.1 -0.1 -0.2
O -5.2370 8.2220 5.0324 0.2 0.1 -0.1
C -2.7977 9.2504 4.7271 0.0 0.1 0.0
H -4.0082 6.0207 3.4941 0.1 0.0 0.1
H -3.7491 7.5833 2.6801 -0.1 0.1 0.1
H -2.3809 6.7339 3.4622 0.0 -0.1 0.1
H -3.1416 9.7306 3.8097 0.0 -0.1 0.0
H -1.7528 8.9535 4.6281 0.0 -0.1 0.0
H -2.8995 9.9449 5.5609 0.0 -0.1 0.0
C 2.6104 -1.6133 -5.2147 0.0 0.0 0.1
S 4.1834 -1.7894 -6.0774 0.1 -0.1 -0.1
O 4.7803 -3.0955 -5.6593 -0.1 0.2 0.1
C 5.0393 -0.4895 -5.1662 0.0 0.0 0.1
H 1.9203 -2.3633 -5.5998 0.1 0.0 -0.1
H 2.7532 -1.7666 -4.1437 0.1 0.0 0.0
H 2.2037 -0.6189 -5.4007 0.0 0.0 0.0
H 5.0294 -0.7143 -4.0987 0.0 0.0 0.0
H 4.5511 0.4673 -5.3527 0.0 0.0 0.0
H 6.0692 -0.4426 -5.5165 -0.1 0.0 -0.1
C 9.2022 0.8179 -6.2288 0.0 0.0 -0.1
S 8.9349 1.6555 -4.6532 -0.3 0.1 0.0
O 7.5253 2.1445 -4.6404 0.4 -0.1 -0.2
C 9.9932 3.0709 -5.0164 0.0 0.1 -0.1
H 8.5985 -0.0890 -6.2430 0.0 0.1 0.1
H 8.9005 1.4685 -7.0510 0.0 0.0 0.1
H 10.2560 0.5527 -6.3254 0.0 0.0 0.1
H 9.6404 3.5769 -5.9161 -0.1 -0.1 0.0
H 11.0207 2.7306 -5.1537 0.0 0.0 0.0
H 9.9492 3.7581 -4.1722 -0.1 -0.1 0.0
C -6.2513 -2.9665 3.0875 -0.1 -0.1 0.1
S -4.6880 -3.1823 2.2142 0.1 0.3 0.1
O -4.1568 -4.5355 2.5708 -0.2 0.2 0.1
C -3.7652 -1.9793 3.1892 0.0 0.0 0.0
H -6.9789 -3.6608 2.6679 0.1 0.0 0.0
H -6.1159 -3.1788 4.1490 0.1 0.0 0.0
H -6.6048 -1.9441 2.9499 0.1 0.0 0.0
H -3.7914 -2.2598 4.2429 0.0 -0.1 -0.1
H -4.1986 -0.9879 3.0523 0.0 0.0 -0.1
H -2.7325 -1.9719 2.8412 -0.1 0.0 -0.1
C 0.3499 -4.4547 4.1079 0.1 -0.1 0.0
S -0.5114 -3.0584 4.8592 0.1 0.2 -0.1
O 0.2277 -1.8236 4.4810 -0.1 -0.4 0.2
C -0.0578 -3.4576 6.5599 0.1 -0.1 0.1
H 0.2344 -4.3874 3.0259 0.0 0.1 0.1
H 1.4101 -4.4178 4.3634 0.0 0.1 0.0
H -0.0914 -5.3877 4.4630 0.0 0.1 0.0
H 1.0285 -3.4846 6.6575 0.0 0.0 -0.1
H -0.4850 -4.4240 6.8331 0.0 0.0 0.0
H -0.4621 -2.6853 7.2133 0.0 0.0 -0.1
C 0.5662 1.5667 -8.1980 0.0 0.0 0.1
S 2.1373 1.3948 -9.0676 0.0 -0.1 0.1
O 2.7325 0.0882 -8.6598 -0.2 0.3 0.0
C 2.9968 2.6881 -8.1490 0.0 0.0 0.1
H -0.1246 0.8188 -8.5858 0.1 0.0 0.0
H 0.7136 1.4059 -7.1292 0.1 0.0 0.0
H 0.1590 2.5628 -8.3761 0.0 0.0 0.0
H 2.9882 2.4550 -7.0834 0.0 -0.1 0.0
H 2.5089 3.6470 -8.3286 0.0 0.0 0.0
H 4.0264 2.7341 -8.5022 -0.1 -0.1 0.0